1.
{"formula": "C15H18N2O4S", "method": "the ωB97M-V functional and the def2-TZVPD basis", "elements": ["C", "C", "N", "C", "C", "C", "O", "C", "C", "C", "S", "O", "O", "N", "C", "C", "O", "C", "C", "C", "C", "C", "H", "H", "H", "H", "H", "H", "H", "H", "H", "H", "H", "H", "H", "H", "H", "H", "H", "H"], "xyz": [[-5.074, -1.938, 0.022], [-4.404, -1.054, -1.028], [-3.396, -0.212, -0.434], [-3.584, 1.058, -0.017], [-2.442, 1.555, 0.578], [-2.278, 2.880, 1.132], [-3.123, 3.745, 1.134], [-1.478, 0.494, 0.529], [-0.160, 0.357, 0.956], [0.464, -0.847, 0.730], [2.157, -1.020, 1.274], [2.271, -0.580, 2.632], [2.635, -2.333, 0.941], [2.902, 0.151, 0.311], [4.192, 0.580, 0.823], [4.686, 1.741, -0.039], [4.783, 1.359, -1.393], [3.542, 0.919, -1.888], [3.002, -0.260, -1.074], [-0.163, -1.918, 0.098], [-1.469, -1.809, -0.331], [-2.120, -0.598, -0.112], [-5.823, -2.569, -0.448], [-5.559, -1.325, 0.778], [-4.339, -2.571, 0.512], [-3.935, -1.672, -1.798], [-5.148, -0.412, -1.505], [-4.519, 1.565, -0.163], [-1.279, 3.057, 1.574], [0.376, 1.146, 1.457], [4.049, 0.882, 1.860], [4.919, -0.245, 0.782], [5.688, 2.048, 0.263], [3.991, 2.588, 0.060], [3.714, 0.625, -2.925], [2.812, 1.741, -1.852], [2.004, -0.539, -1.418], [3.671, -1.126, -1.172], [0.402, -2.827, -0.034], [-1.962, -2.637, -0.817]], "total_charge": 0, "multiplicity": 1, "orbital_gap_ev": 8.85, "de_lowest_kcal_mol": 49.8}



2.
{"formula": "C15H18N4O", "method": "the ωB97M-V functional and the def2-TZVPD basis", "elements": ["C", "N", "N", "C", "C", "C", "C", "C", "N", "C", "N", "C", "C", "C", "O", "C", "C", "C", "C", "C", "H", "H", "H", "H", "H", "H", "H", "H", "H", "H", "H", "H", "H", "H", "H", "H", "H", "H"], "xyz": [[3.268, 2.471, 4.027], [3.686, 1.483, 3.015], [4.988, 1.227, 2.841], [5.052, 0.328, 1.884], [3.743, -0.003, 1.423], [2.875, 0.784, 2.115], [1.377, 0.734, 1.776], [1.044, 0.004, 0.475], [-0.421, -0.177, 0.325], [-1.235, -1.025, 1.110], [-2.476, -0.989, 0.679], [-2.500, -0.118, -0.395], [-1.268, 0.451, -0.582], [-1.091, 1.491, -1.602], [0.062, 1.924, -1.782], [-2.255, 1.805, -2.545], [-3.604, 1.649, -1.800], [-3.752, 0.240, -1.139], [1.817, -1.306, 0.519], [3.347, -1.025, 0.452], [2.518, 3.153, 3.597], [4.103, 3.093, 4.391], [2.815, 1.930, 4.897], [5.934, -0.193, 1.490], [0.886, 0.172, 2.565], [0.956, 1.734, 1.764], [1.418, 0.579, -0.356], [-0.825, -1.626, 1.942], [-2.250, 1.135, -3.446], [-2.105, 2.831, -2.868], [-3.623, 2.378, -0.966], [-4.421, 1.803, -2.478], [-4.617, 0.167, -0.458], [-3.958, -0.505, -1.903], [1.576, -1.927, -0.364], [1.633, -1.888, 1.406], [3.860, -1.938, 0.687], [3.553, -0.739, -0.586]], "total_charge": 0, "multiplicity": 1, "orbital_gap_ev": 9.30, "de_lowest_kcal_mol": 4.4}



3.
{"formula": "C15H18N4O2S", "method": "the ωB97M-V functional and the def2-TZVPD basis", "elements": ["C", "O", "C", "C", "N", "C", "O", "C", "C", "C", "C", "C", "N", "N", "C", "C", "C", "C", "C", "N", "C", "S", "H", "H", "H", "H", "H", "H", "H", "H", "H", "H", "H", "H", "H", "H", "H", "H", "H", "H"], "xyz": [[-1.413, 2.090, 3.376], [-0.486, 1.275, 2.708], [0.846, 1.536, 3.070], [1.749, 0.528, 2.352], [1.491, 0.529, 0.924], [2.018, 1.408, 0.009], [1.583, 1.448, -1.127], [3.165, 2.281, 0.448], [3.915, 2.974, -0.705], [3.778, 4.321, 0.016], [2.787, 3.678, 0.997], [0.512, -0.344, 0.507], [0.082, -1.326, 1.236], [-0.840, -2.056, 0.642], [-1.146, -1.662, -0.552], [-2.125, -2.314, -1.387], [-2.399, -1.874, -2.682], [-3.349, -2.545, -3.429], [-3.992, -3.632, -2.856], [-3.742, -4.060, -1.628], [-2.838, -3.423, -0.914], [-0.222, -0.250, -1.067], [-1.358, 1.947, 4.462], [-2.397, 1.793, 3.019], [-1.246, 3.152, 3.151], [1.114, 2.567, 2.791], [0.983, 1.428, 4.157], [2.794, 0.754, 2.558], [1.505, -0.476, 2.706], [3.836, 1.737, 1.113], [4.928, 2.622, -0.884], [3.346, 2.924, -1.631], [4.699, 4.642, 0.498], [3.387, 5.141, -0.580], [2.989, 3.839, 2.054], [1.754, 3.940, 0.779], [-1.870, -1.021, -3.086], [-3.586, -2.232, -4.434], [-4.743, -4.190, -3.400], [-2.654, -3.793, 0.084]], "total_charge": 0, "multiplicity": 1, "orbital_gap_ev": 8.67, "de_lowest_kcal_mol": 82.5}



4.
{"formula": "C15H18N4O4", "method": "the ωB97M-V functional and the def2-TZVPD basis", "elements": ["N", "C", "O", "C", "C", "N", "C", "O", "C", "N", "C", "C", "C", "N", "C", "C", "C", "C", "C", "C", "C", "O", "O", "H", "H", "H", "H", "H", "H", "H", "H", "H", "H", "H", "H", "H", "H", "H", "H", "H", "H"], "xyz": [[-1.535, -2.197, -4.101], [-0.811, -1.498, -3.145], [-1.284, -1.077, -1.994], [0.722, -1.335, -3.427], [1.754, -1.933, -2.273], [1.369, -1.221, -0.954], [1.746, -1.479, 0.339], [2.733, -2.200, 0.562], [0.827, -0.743, 1.290], [0.733, -1.311, 2.650], [1.264, 0.791, 1.246], [0.225, 1.578, 2.023], [0.463, 2.053, 3.320], [-0.769, 2.572, 3.709], [-1.709, 2.580, 2.731], [-2.985, 3.073, 2.548], [-3.682, 3.001, 1.313], [-3.251, 2.050, 0.402], [-1.920, 1.469, 0.616], [-1.099, 1.870, 1.677], [3.178, -1.687, -2.755], [3.507, -1.254, -3.832], [4.021, -2.009, -1.845], [-1.050, -2.801, -4.810], [-2.496, -2.763, -3.959], [0.897, -0.333, -3.628], [1.134, -1.755, -4.313], [1.525, -2.927, -2.093], [0.595, -0.523, -1.116], [-0.157, -0.926, 0.848], [1.695, -1.614, 2.866], [-0.009, -2.194, 2.904], [2.329, 0.889, 1.529], [1.146, 0.998, 0.210], [1.453, 2.309, 3.879], [-0.702, 3.440, 4.495], [-3.479, 3.594, 3.400], [-4.644, 3.372, 1.138], [-3.773, 1.829, -0.442], [-1.659, 0.571, 0.005], [3.697, -2.257, -1.013]], "total_charge": 0, "multiplicity": 1, "orbital_gap_ev": 7.94, "de_lowest_kcal_mol": 109.6}



5.
{"formula": "C15H18N4O4", "method": "the ωB97M-V functional and the def2-TZVPD basis", "elements": ["N", "C", "C", "C", "C", "N", "C", "N", "C", "O", "N", "C", "C", "C", "C", "C", "C", "O", "C", "C", "C", "O", "O", "H", "H", "H", "H", "H", "H", "H", "H", "H", "H", "H", "H", "H", "H", "H", "H", "H", "H"], "xyz": [[-2.049, -3.637, -1.626], [-1.116, -2.565, -1.031], [-0.861, -1.414, -2.026], [0.593, -1.093, -2.346], [1.935, -1.428, -2.093], [2.664, -0.380, -2.607], [1.755, 0.412, -3.141], [0.478, 0.081, -3.069], [-1.888, -1.991, 0.231], [-3.123, -2.156, 0.522], [-1.285, -1.031, 1.091], [0.152, -0.778, 1.335], [0.387, 0.358, 2.371], [0.077, 1.666, 1.760], [0.293, 1.925, 0.399], [0.165, 3.300, -0.170], [-0.100, 4.267, 0.794], [-0.099, 5.561, 0.312], [-0.405, 4.093, 2.182], [-0.249, 2.756, 2.667], [0.972, -1.950, 1.704], [2.131, -1.909, 2.093], [0.413, -3.135, 1.598], [-2.240, -4.231, -0.815], [-2.941, -3.096, -1.605], [-0.248, -3.093, -0.659], [-1.397, -1.510, -3.008], [-1.206, -0.358, -1.772], [2.292, -2.374, -1.785], [3.657, -0.325, -2.873], [2.011, 1.282, -3.729], [-2.036, -0.857, 1.754], [0.539, -0.528, 0.467], [-0.425, 0.143, 3.123], [1.399, 0.235, 2.735], [0.567, 0.967, -0.101], [0.042, 3.570, -1.241], [-0.939, 5.509, -0.180], [-0.572, 4.936, 2.850], [-0.466, 2.462, 3.703], [1.121, -3.682, 2.188]], "total_charge": 0, "multiplicity": 1, "orbital_gap_ev": 9.37, "de_lowest_kcal_mol": 121.2}



6.
{"formula": "C15H18N4O4PtS3", "method": "the ωB97M-V functional and the def2-TZVPD basis", "elements": ["Pt", "N", "C", "C", "C", "C", "C", "C", "S", "O", "O", "N", "C", "N", "C", "C", "C", "N", "H", "H", "H", "H", "H", "H", "H", "H", "H", "C", "C", "C", "O", "H", "H", "H", "H", "H", "H", "C", "O", "C", "S", "S", "H", "H", "H"], "xyz": [[0.405, 0.449, -0.196], [2.831, 0.433, -5.768], [3.076, 0.312, -4.409], [3.530, -0.897, -3.875], [3.736, -1.031, -2.514], [3.487, 0.045, -1.674], [3.056, 1.266, -2.193], [2.841, 1.392, -3.550], [3.796, -0.093, 0.044], [4.482, -1.325, 0.301], [4.335, 1.151, 0.505], [2.218, -0.264, 0.557], [1.907, -0.229, 1.882], [2.802, -0.251, 2.871], [2.315, -0.114, 4.093], [0.958, 0.055, 4.370], [0.110, 0.050, 3.287], [0.563, -0.121, 2.047], [3.279, -0.235, -6.371], [2.798, 1.366, -6.141], [3.726, -1.733, -4.538], [4.091, -1.962, -2.090], [2.908, 2.116, -1.536], [2.506, 2.340, -3.957], [3.045, -0.124, 4.897], [0.589, 0.182, 5.376], [-0.962, 0.166, 3.403], [-1.630, -2.092, -0.163], [-2.327, -0.837, -0.589], [-3.825, -0.805, -0.583], [-1.724, 0.178, -0.915], [-2.160, -2.972, -0.525], [-1.616, -2.129, 0.930], [-0.598, -2.101, -0.506], [-4.253, -1.773, -0.840], [-4.193, -0.030, -1.251], [-4.144, -0.561, 0.435], [-1.900, 3.382, -0.209], [-0.942, 4.097, -0.995], [0.366, 3.916, -0.824], [1.415, 4.898, -1.612], [1.025, 2.723, 0.269], [-2.792, 4.003, -0.204], [-1.537, 3.236, 0.807], [-2.118, 2.423, -0.667]], "total_charge": 0, "multiplicity": 3, "orbital_gap_ev": [7.27, 5.92], "s_squared": 2.013, "de_lowest_kcal_mol": 44.0}